This record from the OMol25 dataset describes a structure of composition C37H74Ge2N6PY. The level of theory is ωB97M-V/def2-TZVPD.

The geometry in XYZ format:
```
121
Properties=species:S:1:pos:R:3:forces:R:3
Y -1.2476 0.4956 0.7397 0.49 -0.75 0.38
C 0.7394 -0.8889 3.2066 -0.11 0.02 0.03
C 1.3173 -1.1248 1.8119 -0.24 -0.09 0.02
N 0.2399 -1.5195 0.8749 0.01 0.05 -0.09
C -0.4552 -2.7684 1.2771 0.03 0.13 0.01
C -1.9501 -2.7230 1.0034 -0.02 0.17 0.04
N -2.6166 -1.4783 1.4809 -0.04 -0.18 0.01
C -2.9102 -1.4401 2.9347 0.15 0.00 -0.10
C -1.6715 -1.2080 3.8052 0.09 0.00 -0.04
N -0.6464 -0.3708 3.1534 -0.08 -0.16 -0.24
H 1.3849 -0.1907 3.7337 0.03 0.06 0.06
H 0.7589 -1.8105 3.7840 -0.01 -0.06 0.05
H 2.0974 -1.8852 1.8761 0.10 -0.03 -0.06
H 1.7683 -0.2105 1.4285 0.07 0.09 -0.07
H 0.6598 -1.6710 -0.0386 0.05 -0.04 -0.12
H -0.2717 -2.9476 2.3318 0.03 -0.01 0.02
H -0.0388 -3.6222 0.7424 0.04 -0.07 -0.01
H -2.4167 -3.6026 1.4541 -0.03 -0.05 -0.02
H -2.1105 -2.7798 -0.0731 -0.06 0.01 -0.03
H -3.5235 -1.4666 1.0267 -0.10 0.03 -0.10
H -3.3986 -2.3641 3.2507 -0.06 -0.05 0.04
H -3.6236 -0.6325 3.0863 -0.06 0.10 -0.02
H -1.2306 -2.1615 4.0858 0.04 -0.06 -0.01
H -2.0064 -0.7483 4.7335 0.00 0.02 0.14
H -0.6412 0.5512 3.5575 -0.01 0.18 0.03
C 4.4441 -2.9031 -1.6304 -0.03 0.12 0.10
C 3.3371 -1.8537 -1.4133 0.25 -0.05 0.01
Ge 1.7110 -2.3865 -2.3424 -0.38 0.00 -0.07
C 1.2227 -4.2421 -1.8983 0.06 -0.13 -0.10
C 1.5613 -5.2104 -3.0440 -0.04 -0.05 0.14
C 1.6208 -2.0650 -4.2576 0.16 -0.08 -0.22
C 0.5034 -1.3586 -4.5227 -0.19 0.02 -0.28
Ge -0.1959 -0.8594 -2.7353 0.55 0.10 -0.23
C -2.0679 -1.4076 -2.5094 -0.09 -0.02 -0.09
C -2.9930 -0.9298 -3.6379 -0.08 -0.06 0.18
C 0.2753 1.0318 -2.2420 -0.16 -0.20 -0.13
C 0.0537 2.0979 -3.3163 -0.04 -0.02 -0.02
C -0.0608 -1.1497 -5.8870 0.12 -0.01 0.17
C -0.9147 -0.0864 -6.1785 0.11 -0.06 -0.07
C -1.4198 0.1039 -7.4569 0.02 -0.01 0.06
C -1.0953 -0.7868 -8.4695 0.00 -0.02 0.00
C -0.2714 -1.8695 -8.1913 0.03 -0.04 0.04
C 0.2364 -2.0509 -6.9131 0.06 -0.03 -0.04
H 5.3632 -2.6165 -1.1158 -0.04 -0.01 -0.03
H 4.6868 -3.0175 -2.6895 -0.04 0.03 0.04
H 4.1513 -3.8867 -1.2515 0.00 0.09 -0.03
H 3.6393 -0.8760 -1.7983 0.05 -0.05 0.06
H 3.1283 -1.7282 -0.3455 0.08 -0.02 -0.03
H 0.1517 -4.2771 -1.6787 0.00 -0.04 -0.03
H 1.7497 -4.5371 -0.9856 -0.04 0.00 -0.01
H 1.0922 -4.8996 -3.9782 -0.01 0.01 0.01
H 1.2160 -6.2231 -2.8217 0.04 0.07 0.00
H 2.6383 -5.2621 -3.2178 -0.04 0.03 0.01
H 2.2705 -2.4583 -5.0433 -0.13 0.07 0.09
H -2.4629 -1.0945 -1.5412 -0.09 -0.03 0.06
H -2.0155 -2.5014 -2.4953 -0.12 0.04 -0.03
H -3.0924 0.1612 -3.6516 0.07 -0.08 0.01
H -3.9932 -1.3560 -3.5266 0.01 0.04 0.00
H -2.6166 -1.2259 -4.6159 -0.01 -0.04 0.06
H 1.3345 0.9647 -1.9877 0.04 0.12 0.00
H -0.2222 1.4027 -1.3377 -0.05 0.00 0.24
H 0.6366 1.8624 -4.2048 -0.01 0.00 -0.08
H 0.3667 3.0843 -2.9664 0.00 -0.02 -0.01
H -0.9961 2.1665 -3.6207 0.05 -0.04 0.04
H -1.1882 0.5989 -5.3915 0.00 0.17 0.13
H -2.0690 0.9456 -7.6638 0.01 -0.01 0.01
H -1.4920 -0.6463 -9.4669 0.02 0.00 0.03
H -0.0293 -2.5810 -8.9724 -0.01 0.05 0.06
H 0.8633 -2.9120 -6.7058 -0.06 0.07 -0.03
C -5.1798 2.2037 -3.1777 0.18 0.06 0.10
N -3.9100 2.6263 -2.5499 0.13 -0.04 0.19
C -3.3413 3.9396 -2.9188 -0.11 -0.21 0.08
C -3.3573 1.9059 -1.6186 -0.45 0.14 -0.41
N -2.8936 1.2407 -0.7860 -0.01 0.15 -0.07
H -5.9643 2.9182 -2.9314 0.03 0.01 0.02
H -5.4603 1.2184 -2.8164 0.04 -0.01 0.02
H -5.0479 2.1650 -4.2566 0.02 0.00 -0.04
H -3.1032 3.9437 -3.9795 0.01 -0.03 -0.07
H -2.4356 4.1246 -2.3474 0.02 -0.04 0.03
H -4.0698 4.7193 -2.7073 -0.04 0.03 0.03
C -3.5393 2.4875 2.6860 -0.03 0.27 0.10
C -2.8241 3.8222 2.3746 -0.06 -0.07 -0.06
C -3.2614 4.2381 0.9589 -0.08 0.07 0.05
C -3.3201 4.9039 3.3456 -0.07 0.00 -0.05
P -0.9528 3.5540 2.3594 0.32 0.07 -0.06
N -0.5993 2.1902 1.6299 -0.32 0.57 0.12
C -0.1028 4.9679 1.4494 0.03 -0.06 0.00
C 1.4037 4.8479 1.7586 -0.01 0.07 -0.05
C -0.5808 6.3804 1.8128 0.05 0.04 -0.09
C -0.2417 4.7649 -0.0736 0.03 0.01 0.06
C -0.3259 3.5085 4.1411 0.00 -0.11 0.00
C -0.2301 4.8678 4.8495 -0.01 -0.07 0.09
C -1.2695 2.6124 4.9769 0.07 0.09 0.00
C 1.0688 2.8390 4.1399 0.04 0.02 0.07
H -4.5705 2.5325 2.3258 0.06 0.02 0.04
H -3.5705 2.2665 3.7503 0.00 0.01 0.00
H -3.0573 1.6405 2.1891 -0.04 -0.03 -0.04
H -4.3509 4.1487 0.8884 0.08 0.03 0.02
H -2.8169 3.6037 0.1981 0.03 -0.04 -0.03
H -3.0075 5.2739 0.7425 0.01 -0.02 0.00
H -4.3864 5.0703 3.1624 0.05 -0.01 0.03
H -2.8156 5.8586 3.1931 -0.04 -0.08 0.00
H -3.2157 4.6223 4.3904 0.02 -0.02 0.00
H 1.6561 5.2158 2.7525 -0.03 -0.03 -0.10
H 1.9524 5.4623 1.0405 -0.03 0.00 0.04
H 1.7603 3.8212 1.6570 -0.03 0.05 -0.04
H -0.5465 6.5832 2.8808 0.02 -0.02 0.00
H -1.5910 6.5852 1.4577 0.04 -0.01 0.01
H 0.0802 7.1058 1.3265 -0.05 -0.07 0.02
H 0.0170 3.7434 -0.3620 -0.01 0.05 0.03
H 0.4582 5.4443 -0.5690 -0.06 -0.03 0.03
H -1.2373 5.0045 -0.4429 0.02 -0.02 0.03
H -1.1607 5.4318 4.8146 0.02 -0.02 0.01
H 0.5691 5.4890 4.4516 -0.03 0.00 -0.01
H -0.0017 4.6915 5.9049 0.02 0.00 -0.04
H -2.1448 3.1515 5.3327 -0.04 0.02 -0.05
H -0.7316 2.2629 5.8602 -0.02 0.05 0.01
H -1.6296 1.7343 4.4416 0.00 0.01 0.00
H 1.8694 3.5566 3.9680 -0.08 -0.08 0.02
H 1.1514 2.0669 3.3719 -0.05 0.01 0.04
H 1.2521 2.3836 5.1176 -0.02 0.06 -0.05
```
Forces are in eV/Å.

**M**: 868.14 g mol⁻¹
**Total charge**: +2
**Energy relative to the best compared isomer or geometry (same formula, charge and spin)**: 8.4 kJ/mol
**Maximum force**: 0.97 eV/Å
**HOMO-LUMO gap**: 8.037 eV
**E_LUMO**: -4.38 eV